No. 1
C4H8O2 | ωB97M-V/def2-TZVPD

Kohn-Sham gap: 10.037 eV
2S+1: 1

Cartesian coordinates (Å):
C 1.007 0.727 -0.620
O 1.382 -0.584 -0.337
C 0.448 -1.170 0.562
C -0.930 -0.768 0.053
C -0.884 0.742 -0.091
O -0.927 1.485 1.007
H 0.941 0.920 -1.694
H 1.724 1.454 -0.184
H 0.216 1.335 0.316
H 0.593 -0.784 1.581
H 0.622 -2.248 0.553
H -1.722 -0.999 0.772
H -1.138 -1.257 -0.904
H -1.333 1.147 -1.015

Results of the Löwdin charge analysis, in e, for atoms 1 through 5: -0.119, -0.137, -0.188, -0.111, -0.367



No. 2
C3H6FN3 | ωB97M-V/def2-TZVPD

SMILES: [H]/N=C(/NN)C(=C)F
Kohn-Sham gap: 10.243 eV
2S+1: 1

Cartesian coordinates (Å):
H 2.113 1.022 1.264
N 1.745 0.074 1.310
C 0.751 -0.063 0.523
N 0.170 -1.327 0.364
N -1.230 -1.481 0.486
C 0.204 1.030 -0.325
C -0.385 0.909 -1.501
F 0.467 2.246 0.203
H 0.636 -2.012 0.944
H -1.674 -1.298 -0.410
H -1.616 -0.814 1.155
H -0.523 -0.079 -1.939
H -0.657 1.794 -2.074

Results of the Löwdin charge analysis, in e, for atoms 1 through 5: 0.052, 0.155, -0.401, -0.068, 0.007



No. 3
C3H3OP | ωB97M-V/def2-TZVPD

SMILES: OP=c1cc1
Kohn-Sham gap: 8.937 eV
2S+1: 1

Cartesian coordinates (Å):
O 1.944 1.355 0.064
P 1.776 -0.627 -0.194
C 0.096 -0.534 -0.162
C -1.178 -1.089 -0.282
C -1.187 0.192 -0.109
H 2.143 1.498 0.939
H -1.750 -1.926 -0.370
H -1.843 1.131 0.113

Results of the Löwdin charge analysis, in e, for atoms 1 through 5: -0.426, 0.897, -0.590, -0.056, 0.031



No. 4
C6H8Br2Cl12 | ωB97M-V/def2-TZVPD

SMILES: ClC(Cl)Cl.ClC(Cl)Cl.ClC(Cl)Cl.ClC(Cl)Cl.BrCCBr
Kohn-Sham gap: 10.522 eV
2S+1: 1

Cartesian coordinates (Å):
Cl 1.618 2.358 3.332
C 1.843 0.623 2.913
Cl 1.996 -0.260 4.414
Cl 3.378 0.458 1.913
H 0.996 0.225 2.353
Cl 0.144 -1.470 0.236
C -0.485 -0.266 -0.990
Cl 0.534 1.188 -1.026
Cl -2.245 -0.063 -0.846
H -0.215 -0.640 -1.978
Cl 1.859 -0.297 -3.824
C 3.400 -0.705 -2.983
Cl 3.138 -2.205 -1.947
Cl 3.932 0.698 -2.125
H 4.139 -0.898 -3.761
Cl -2.145 -3.422 -1.936
C -0.767 -4.428 -1.703
Cl 0.407 -4.208 -3.041
Cl -1.268 -6.099 -1.558
H -0.207 -4.167 -0.805
Br -2.953 5.067 0.691
C -2.380 3.160 0.929
C -2.623 2.693 2.394
Br -1.828 0.955 2.842
H -1.322 3.073 0.681
H -2.976 2.486 0.314
H -3.701 2.608 2.525
H -2.269 3.538 2.984

Results of the Löwdin charge analysis, in e, for atoms 1 through 5: 0.473, -1.506, 0.531, 0.448, -0.075



No. 5
C4H12N3 | ωB97M-V/def2-TZVPD

net charge: +1
SMILES: N/C=C(\N)CC[NH3+]
Kohn-Sham gap: 8.342 eV
2S+1: 1

Cartesian coordinates (Å):
N 1.446 0.703 2.542
C 0.646 -0.134 1.832
C 0.516 -0.263 0.514
N 1.276 0.526 -0.506
C -0.454 -1.117 -0.247
C -1.575 -0.267 -0.802
N -1.138 0.414 -2.038
H 1.572 0.745 3.534
H 2.236 1.001 1.990
H -0.086 -0.693 2.430
H 2.067 -0.015 -0.849
H 1.654 1.315 0.015
H -0.886 -1.964 0.324
H 0.091 -1.676 -0.999
H -1.967 0.412 -0.053
H -2.442 -0.946 -0.935
H -1.138 -0.182 -2.859
H -1.638 1.307 -2.081
H -0.178 0.836 -1.811

Results of the Löwdin charge analysis, in e, for atoms 1 through 5: 0.080, -0.171, -0.325, 0.052, -0.171



No. 6
CH10O6 | ωB97M-V/def2-TZVPD

net charge: +1
expectation value of S²: 0.76
Kohn-Sham gap (alpha / beta): 8.073 / 3.881 eV
2S+1: 2

Cartesian coordinates (Å):
O -1.711 -1.408 3.192
C -1.698 -1.015 2.014
O -0.584 -0.639 1.565
H -2.627 -0.924 1.432
H -0.081 -1.002 0.775
H 1.731 0.372 -3.577
H 0.297 0.331 -3.472
O 1.015 -0.255 -3.759
H 1.774 1.583 -0.718
H 3.292 1.721 -0.713
O 2.527 1.709 -1.300
H -0.952 1.739 1.248
H -1.435 2.448 -0.003
O -0.632 2.205 0.475
H 0.654 -2.199 -0.972
H 0.177 -1.060 -1.753
O 0.363 -1.284 -0.834

Results of the Löwdin charge analysis, in e, for atoms 1 through 5: 0.434, -0.170, 0.195, 0.210, 0.135



Relative energy (zero: lowest compared OMol25 entry of this formula, charge and spin) / kcal/mol: 114.4; 28.2; 80.9; 11.6; 40.9; 31.4